{
  "formula": "C3H7NO",
  "method": "wB97M-V/def2-TZVPD",
  "molar_mass_g_mol": 73.095,
  "e_above_lowest_kcal_mol": 64.3,
  "lumo_ha": 0.035,
  "total_energy_ha": -248.42403,
  "charge": 0,
  "elements": ["O", "C", "C", "C", "N", "H", "H", "H", "H", "H", "H", "H"],
  "positions_angstrom": [[1.698, 0.368, 1.292], [0.423, -0.271, 1.060], [0.116, -0.101, -0.373], [-0.798, 0.846, -0.963], [-1.310, -0.505, -0.579], [2.343, -0.301, 1.075], [-0.366, 0.241, 1.658], [0.206, -1.292, 1.414], [0.928, -0.561, -0.885], [-0.514, 0.994, -1.962], [-1.118, 1.681, -0.381], [-1.607, -1.097, -1.355]],
  "atomic_forces_ev_per_a": [[-0.8416, -0.9281, 0.6380], [-1.1818, 2.0132, 1.3916], [-1.1105, -2.5946, 0.9294], [0.0058, -0.8247, 0.8629], [0.2903, 1.1085, -0.3564], [0.5914, -0.0999, -0.0060], [0.7382, 0.2975, -0.3170], [1.2307, -0.1202, -0.3483], [0.2434, -0.1447, -1.3939], [-0.3077, 0.5586, -1.4610], [-0.4155, 0.4308, 0.1489], [0.7571, 0.3036, -0.0882]]
}



{
  "formula": "C4H8O5P2",
  "method": "wB97M-V/def2-TZVPD",
  "molar_mass_g_mol": 198.051,
  "e_above_lowest_kcal_mol": 38.9,
  "lumo_ha": 0.218,
  "total_energy_ha": -1216.11042,
  "charge": -2,
  "elements": ["C", "C", "C", "P", "O", "O", "C", "P", "O", "O", "O", "H", "H", "H", "H", "H", "H", "H", "H"],
  "positions_angstrom": [[3.094, -1.472, -0.380], [2.003, -0.493, -0.786], [0.873, -0.270, -0.148], [-0.526, 0.867, -0.593], [0.339, 1.831, -2.015], [-0.585, 1.744, 0.793], [-1.998, 1.871, 1.259], [-2.119, -0.778, -0.098], [-3.415, -0.102, -0.478], [-1.587, -1.933, -0.925], [-1.845, -0.973, 1.382], [2.816, -2.456, -0.763], [3.275, -1.561, 0.660], [3.896, -1.377, -0.981], [1.990, 0.075, -1.788], [0.522, -0.785, 0.870], [-1.783, 2.039, 2.401], [-2.659, 1.022, 0.954], [-2.290, 2.751, 0.638]],
  "atomic_forces_ev_per_a": [[-3.4817, -0.6415, -0.5874], [-0.3282, 0.8572, -1.4372], [-1.6168, -0.4907, 3.0183], [4.9104, 1.7527, -3.8256], [-3.2251, -2.7388, 4.3718], [-0.8452, -0.5230, -0.4219], [1.6964, 1.3096, 0.5127], [-0.6209, -2.5989, -0.6109], [0.0172, -0.1507, 0.0294], [-0.3330, 0.8801, -0.1806], [0.0738, 0.6825, -0.2822], [-0.6674, -0.4491, 0.4397], [0.3259, 0.1701, 0.9640], [3.4439, 1.1881, -1.4004], [0.6780, -0.8666, 1.4117], [1.1607, 0.8505, -2.0886], [-1.2670, -0.1586, -2.1286], [0.6037, 1.0034, 0.9789], [-0.5248, -0.0763, 1.2370]]
}



{
  "formula": "C6H12O",
  "method": "wB97M-V/def2-TZVPD",
  "molar_mass_g_mol": 100.161,
  "e_above_lowest_kcal_mol": 51.2,
  "lumo_ha": 0.043,
  "total_energy_ha": -310.97764,
  "charge": 0,
  "elements": ["C", "C", "C", "C", "C", "C", "O", "H", "H", "H", "H", "H", "H", "H", "H", "H", "H", "H", "H"],
  "positions_angstrom": [[2.596, -0.280, 0.383], [1.429, -0.146, -0.638], [0.179, 0.558, 0.098], [-1.376, 1.225, -0.168], [-2.320, 0.011, -0.034], [-1.248, -1.046, 0.084], [-0.275, -0.487, 0.955], [2.955, 0.696, 0.729], [2.300, -0.856, 1.268], [3.469, -0.796, -0.050], [1.811, 0.374, -1.522], [1.197, -1.175, -0.956], [0.653, 1.360, 0.653], [-1.467, 1.836, 0.737], [-1.681, 1.884, -0.995], [-2.961, -0.173, -0.905], [-2.958, 0.033, 0.858], [-1.537, -2.045, 0.415], [-0.766, -0.973, -0.910]],
  "atomic_forces_ev_per_a": [[-0.1523, 0.1521, -0.0002], [-0.2522, 0.2896, -0.1254], [-0.0711, 0.4820, 0.3925], [0.6815, -0.1256, -0.0815], [0.0833, -0.1073, 0.0456], [-0.0972, -0.2428, -0.2347], [0.0048, -0.0353, 0.1320], [-0.1262, -0.0722, -0.0771], [-0.1054, 0.1507, -0.2248], [-0.4175, 0.1553, -0.0854], [-0.2641, 0.1775, 0.0823], [-0.2900, 0.4979, 0.0256], [0.0821, -0.0128, 0.5033], [0.1556, -0.0576, -0.1923], [0.7985, -0.3652, -0.0752], [0.1902, 0.1702, 0.0935], [0.1805, 0.1952, -0.1423], [0.0996, 0.0976, -0.1314], [-0.5000, -1.3494, 0.0957]]
}



{
  "formula": "C37H25BrCl3CoF10GeNP2Te",
  "method": "wB97M-V/def2-TZVPD",
  "molar_mass_g_mol": 1180.948,
  "e_above_lowest_kcal_mol": 41.3,
  "lumo_ha": [-0.177, -0.232],
  "total_energy_ha": -10843.38227,
  "multiplicity": 5,
  "charge": 1,
  "elements": ["Co", "F", "C", "C", "F", "C", "F", "C", "P", "C", "C", "C", "C", "C", "C", "C", "C", "C", "C", "C", "C", "C", "Br", "C", "F", "H", "H", "H", "H", "H", "H", "H", "H", "H", "H", "Te", "C", "C", "C", "C", "C", "C", "H", "H", "H", "H", "H", "N", "C", "C", "C", "C", "C", "C", "C", "C", "C", "C", "C", "C", "C", "H", "H", "H", "H", "H", "H", "H", "H", "H", "H", "Cl", "Ge", "Cl", "Cl", "F", "P", "F", "F", "F", "F", "F"],
  "positions_angstrom": [[-0.130, -0.601, -0.233], [5.664, 0.291, 3.638], [4.455, -0.099, 3.264], [3.471, -0.342, 4.223], [3.746, -0.201, 5.511], [2.199, -0.734, 3.816], [1.282, -0.990, 4.747], [1.864, -0.887, 2.473], [0.135, -1.280, 1.956], [-0.919, -0.478, 3.204], [-1.066, 0.907, 3.117], [-1.852, 1.579, 4.033], [-2.510, 0.874, 5.029], [-2.385, -0.503, 5.103], [-1.594, -1.184, 4.196], [-0.005, -3.063, 2.207], [1.107, -3.885, 2.367], [0.937, -5.256, 2.453], [-0.331, -5.807, 2.360], [-1.439, -4.991, 2.169], [-1.279, -3.625, 2.084], [2.871, -0.668, 1.529], [2.560, -0.951, -0.325], [4.149, -0.277, 1.916], [5.081, -0.058, 0.997], [-0.559, 1.448, 2.329], [-1.957, 2.651, 3.972], [-3.114, 1.398, 5.752], [-2.900, -1.055, 5.873], [-1.483, -2.255, 4.274], [2.098, -3.462, 2.418], [1.798, -5.895, 2.581], [-0.458, -6.875, 2.417], [-2.423, -5.425, 2.077], [-2.137, -2.979, 1.914], [-0.149, -0.327, -3.098], [-0.144, -0.582, -5.216], [-0.849, -1.589, -5.859], [-0.827, -1.646, -7.241], [-0.114, -0.708, -7.969], [0.602, 0.286, -7.320], [0.598, 0.349, -5.939], [-1.392, -2.325, -5.284], [-1.368, -2.428, -7.746], [-0.105, -0.755, -9.046], [1.160, 1.014, -7.884], [1.149, 1.121, -5.420], [-0.161, 1.149, -0.491], [-0.112, 2.393, -0.330], [-1.327, 3.233, -0.377], [-1.509, 4.290, 0.510], [-2.634, 5.087, 0.390], [-3.563, 4.845, -0.612], [-3.380, 3.795, -1.495], [-2.272, 2.979, -1.367], [1.175, 3.118, -0.239], [2.215, 2.685, 0.578], [3.429, 3.349, 0.554], [3.617, 4.422, -0.303], [2.580, 4.859, -1.111], [1.359, 4.214, -1.080], [-0.786, 4.486, 1.290], [-2.779, 5.908, 1.074], [-4.427, 5.482, -0.711], [-4.090, 3.609, -2.287], [-2.104, 2.166, -2.059], [2.054, 1.861, 1.260], [4.233, 3.026, 1.198], [4.570, 4.925, -0.333], [2.719, 5.700, -1.772], [0.550, 4.547, -1.715], [-4.274, 0.590, -0.141], [-2.796, -0.981, -0.277], [-3.997, -2.682, -0.742], [-2.452, -0.419, -3.022], [-0.271, -2.668, -0.797], [0.123, -3.861, -2.000], [0.468, -4.863, -3.152], [1.234, -2.765, -2.545], [-0.966, -3.047, -2.949], [1.188, -4.431, -0.970], [-1.051, -4.730, -1.394]],
  "atomic_forces_ev_per_a": [[-0.2001, -1.1831, 0.2302], [-0.1510, -0.0681, -0.1002], [-0.3771, -0.1173, 0.0433], [-0.0310, 0.0187, -0.1848], [0.0145, -0.0007, -0.1558], [0.0662, -0.0631, -0.1880], [0.3725, 0.0613, 0.1183], [-0.0938, 0.0551, -0.0494], [0.4031, 0.0651, 0.6723], [-0.0925, -0.0681, -0.2243], [0.0658, -0.1993, -0.1214], [-0.0371, 0.0759, 0.0741], [0.0566, 0.0119, -0.0305], [-0.0573, -0.0798, 0.0320], [0.1400, 0.0970, -0.1107], [-0.0371, -0.0229, -0.1237], [-0.2836, 0.2115, 0.0517], [-0.0886, -0.1219, -0.0302], [0.0557, 0.0927, -0.0305], [-0.0083, -0.1224, 0.0015], [0.1929, 0.2565, -0.0469], [0.0505, 0.0765, 0.2975], [0.2194, -0.1579, 0.2376], [-0.3385, -0.0665, -0.0703], [0.1621, 0.0360, 0.0726], [0.0160, 0.0854, -0.0615], [-0.0031, 0.1184, -0.0291], [-0.1092, 0.0788, 0.0672], [-0.0598, -0.0346, 0.1040], [0.0092, -0.0773, 0.0298], [0.1389, 0.0431, 0.0420], [0.0585, -0.0538, 0.0065], [-0.0172, -0.1546, 0.0240], [-0.0900, -0.0443, -0.0200], [0.0108, -0.1448, 0.0704], [-0.3623, -0.3648, -1.6187], [0.2592, 0.1653, 0.3977], [-0.1738, -0.2354, 0.3504], [-0.0222, -0.0080, 0.1276], [0.0901, 0.0730, 0.0566], [0.0324, 0.0136, -0.0221], [0.0493, 0.1381, 0.3825], [-0.0759, -0.0740, -0.0097], [-0.0877, -0.1255, -0.0604], [-0.0131, -0.0129, -0.1365], [0.0803, 0.0875, -0.0738], [0.0759, 0.1080, -0.0962], [0.0818, 0.5132, 0.3881], [-0.1303, 0.3367, -0.1864], [-0.3308, -0.0531, -0.1686], [-0.1008, -0.0348, -0.1093], [-0.0185, -0.0155, 0.0651], [0.0083, 0.0248, -0.0094], [-0.0115, -0.0592, -0.0312], [0.2007, 0.2138, 0.0876], [0.3118, 0.0014, -0.0387], [-0.1672, 0.0818, 0.0079], [0.0242, -0.0650, 0.0186], [0.0018, 0.0278, 0.0244], [0.0623, 0.0304, -0.0811], [0.0413, -0.0681, 0.1275], [0.1140, 0.0208, -0.0264], [-0.0506, 0.0871, 0.0877], [-0.1035, 0.0985, 0.0099], [-0.1184, 0.0125, -0.0400], [-0.0463, -0.0267, -0.0061], [-0.0153, -0.0877, -0.0218], [0.0908, -0.0250, 0.0665], [0.1295, 0.0818, 0.0169], [0.0606, 0.0889, -0.0549], [-0.0775, 0.0524, -0.0119], [-0.0478, -0.0755, 0.0827], [0.3128, 0.2429, 0.3380], [-0.1681, -0.2449, -0.0274], [-0.0260, 0.1927, -0.2947], [0.0986, 0.0743, -0.1666], [-0.2572, 0.4915, 0.6239], [0.0099, -0.0055, 0.0465], [0.1108, -0.0682, -0.0053], [0.1209, -0.1687, -0.0168], [-0.0981, -0.0069, -0.3559], [0.1784, -0.0360, -0.2339]]
}



{
  "formula": "C6H10O",
  "method": "wB97M-V/def2-TZVPD",
  "molar_mass_g_mol": 98.145,
  "e_above_lowest_kcal_mol": 3.3,
  "lumo_ha": 0.038,
  "total_energy_ha": -309.83708,
  "charge": 0,
  "elements": ["C", "C", "O", "C", "C", "C", "C", "H", "H", "H", "H", "H", "H", "H", "H", "H", "H"],
  "positions_angstrom": [[-1.854, -0.682, -0.289], [-0.475, -0.243, 0.200], [-0.505, -0.489, 1.604], [-0.124, 1.241, -0.061], [1.385, 1.240, 0.058], [1.869, 0.013, -0.142], [0.750, -0.967, -0.414], [-2.535, -0.644, 0.570], [-1.851, -1.710, -0.671], [-2.248, -0.017, -1.068], [0.220, 0.005, 2.004], [-0.415, 1.534, -1.081], [-0.644, 1.909, 0.635], [1.976, 2.131, 0.250], [2.921, -0.258, -0.134], [0.894, -1.954, 0.038], [0.636, -1.110, -1.500]],
  "atomic_forces_ev_per_a": [[-0.0944, -0.0015, -0.0993], [-0.0907, 0.0412, -0.3206], [0.1026, 0.1161, 0.2010], [-0.0698, 0.0293, 0.0464], [0.0886, -0.1263, -0.0099], [-0.0331, 0.1580, 0.0330], [-0.0374, -0.0507, 0.0423], [0.0907, 0.0147, -0.2732], [0.0313, 0.2035, 0.0845], [0.1496, -0.2100, 0.0805], [0.1360, -0.1173, 0.0378], [-0.0067, -0.0561, 0.1615], [0.0714, -0.0870, -0.0415], [-0.0694, -0.1406, -0.0630], [-0.1573, 0.0650, -0.0352], [-0.0456, 0.1349, -0.0206], [-0.0659, 0.0267, 0.1763]]
}



{
  "formula": "C5H8OS2",
  "method": "wB97M-V/def2-TZVPD",
  "molar_mass_g_mol": 148.252,
  "e_above_lowest_kcal_mol": 94.6,
  "lumo_ha": -0.026,
  "total_energy_ha": -1066.78060,
  "charge": 0,
  "elements": ["C", "C", "C", "C", "S", "S", "C", "O", "H", "H", "H", "H", "H", "H", "H", "H"],
  "positions_angstrom": [[3.112, -0.319, -0.758], [2.290, 0.684, -0.062], [1.093, 0.371, 0.359], [0.061, 1.152, 1.022], [0.045, 2.594, 1.683], [-1.580, -0.233, 0.504], [-3.484, -0.375, -0.159], [-3.790, -1.646, -0.408], [3.330, 0.053, -1.764], [2.692, -1.311, -0.719], [4.124, -0.267, -0.230], [2.535, 1.734, 0.101], [0.927, -0.717, 0.411], [-4.132, 0.131, 0.602], [-3.215, 0.210, -0.993], [-4.009, -2.060, 0.412]],
  "atomic_forces_ev_per_a": [[2.5668, 1.3916, 0.9060], [-0.2825, 1.5453, -0.1259], [-1.6342, -2.5589, 1.9179], [-1.2440, 0.1115, -1.2504], [-0.2165, -0.6416, -0.0700], [1.3576, -0.5704, 0.6535], [0.7762, 2.7866, 2.3349], [0.4308, -0.5304, -0.9404], [-0.1670, -0.4427, -0.0721], [-0.0676, -0.1826, -0.1661], [-1.0159, -0.5686, -0.7423], [0.6996, -0.1034, -0.5866], [-0.5838, 0.5165, -0.4998], [0.5275, -0.3778, -0.8514], [-0.8936, 0.2925, -1.3296], [-0.2534, -0.6676, 0.8223]]
}



{
  "formula": "C18H28N4O4",
  "method": "wB97M-V/def2-TZVPD",
  "molar_mass_g_mol": 364.446,
  "e_above_lowest_kcal_mol": 21.0,
  "lumo_ha": 0.015,
  "total_energy_ha": -1222.72863,
  "charge": 0,
  "elements": ["C", "C", "C", "C", "C", "C", "C", "C", "C", "C", "O", "N", "C", "N", "N", "C", "C", "C", "C", "C", "O", "C", "O", "N", "C", "O", "H", "H", "H", "H", "H", "H", "H", "H", "H", "H", "H", "H", "H", "H", "H", "H", "H", "H", "H", "H", "H", "H", "H", "H", "H", "H", "H", "H"],
  "positions_angstrom": [[7.582, 2.634, -1.529], [6.398, 1.734, -1.195], [6.518, 1.144, 0.209], [5.296, 0.326, 0.629], [5.132, -0.964, -0.172], [4.041, -1.880, 0.384], [2.639, -1.298, 0.236], [1.567, -2.289, 0.705], [0.195, -1.708, 0.542], [-0.379, -0.914, 1.494], [0.256, -0.647, 2.649], [-1.610, -0.345, 1.372], [-2.249, -0.574, 0.260], [-3.489, -0.009, 0.101], [-4.035, 0.814, 1.056], [-5.294, 1.146, 0.670], [-6.165, 1.989, 1.522], [-5.536, 0.630, -0.573], [-6.774, 0.751, -1.400], [-7.790, -0.340, -1.053], [-8.265, -0.125, 0.264], [-4.393, -0.139, -0.974], [-4.143, -0.786, -1.979], [-1.779, -1.336, -0.740], [-0.519, -1.966, -0.684], [-0.150, -2.646, -1.616], [7.484, 3.040, -2.533], [8.513, 2.074, -1.474], [7.642, 3.464, -0.827], [6.344, 0.929, -1.929], [5.473, 2.311, -1.264], [7.410, 0.515, 0.261], [6.651, 1.963, 0.921], [4.403, 0.945, 0.519], [5.394, 0.070, 1.687], [6.082, -1.505, -0.160], [4.897, -0.728, -1.211], [4.080, -2.833, -0.149], [4.239, -2.082, 1.439], [2.455, -1.053, -0.812], [2.549, -0.384, 0.824], [1.628, -3.197, 0.102], [1.736, -2.536, 1.754], [-0.318, -0.085, 3.186], [-3.621, 0.823, 1.974], [-5.826, 1.977, 2.554], [-7.183, 1.611, 1.466], [-6.161, 3.019, 1.165], [-7.237, 1.725, -1.242], [-6.503, 0.641, -2.451], [-7.308, -1.323, -1.131], [-8.624, -0.300, -1.767], [-8.885, -0.826, 0.488], [-2.369, -1.456, -1.569]],
  "atomic_forces_ev_per_a": [[-0.2226, -0.1111, -0.0670], [0.2719, 0.0172, 0.1945], [-0.3660, 0.0526, -0.1065], [0.2828, -0.1034, -0.1550], [-0.1214, -0.0176, 0.3161], [-0.0177, 0.2517, -0.2939], [0.1435, -0.3846, 0.1934], [-0.0595, 0.3025, -0.1202], [0.2368, -0.0543, 0.4005], [-0.2757, -0.2326, -0.6225], [0.1487, -0.0683, -0.0024], [-0.3362, 0.2408, 0.0736], [0.6092, -0.0840, 0.4295], [-0.2898, 0.0510, -0.1673], [0.1052, 0.1409, 0.1982], [0.3082, -0.2687, -0.4463], [-0.0182, 0.0035, 0.0085], [-0.2005, 0.1077, 0.0742], [-0.0968, -0.4177, 0.3737], [0.0721, 0.0107, -0.5540], [-0.0862, 0.0652, 0.2918], [-0.0003, 0.1714, 0.3296], [-0.0047, -0.1830, -0.3403], [-0.4263, 0.1126, -0.2503], [-0.0911, 0.2676, 0.5054], [0.1026, -0.1363, -0.2450], [0.0794, 0.0850, -0.0848], [0.1365, -0.0139, -0.0044], [0.0528, 0.1014, 0.0561], [-0.1005, -0.0110, -0.0515], [-0.0878, -0.0462, -0.0407], [0.0898, -0.0006, 0.0533], [0.0967, 0.0197, 0.0192], [-0.0708, 0.0507, 0.0857], [-0.0935, -0.0020, 0.0643], [0.0750, 0.0186, -0.0851], [0.0532, -0.0369, -0.1046], [-0.0154, -0.0874, 0.0580], [0.0265, -0.0822, 0.0597], [-0.0202, 0.0847, -0.0527], [-0.0366, 0.0919, -0.0406], [0.0259, -0.0440, 0.0894], [0.0349, -0.0971, -0.0134], [-0.0355, -0.0375, -0.1241], [-0.0020, -0.1217, -0.0620], [-0.0169, 0.0405, 0.1090], [-0.0061, 0.0058, 0.0611], [0.0345, 0.0650, 0.0110], [-0.0538, 0.0525, -0.1320], [-0.0461, 0.0931, -0.0362], [-0.0367, 0.0921, -0.0460], [0.1021, -0.0314, 0.0507], [0.0556, 0.0461, -0.0037], [0.0909, 0.0311, 0.1456]]
}